[1]
This record from the Open Molecules 2025 dataset describes C18H21FeN13OS2 as an isolated structure in a non-equilibrium geometry. The level of theory is wB97M-V/def2-TZVPD.

The geometry in XYZ format:
```
56
Properties=species:S:1:pos:R:3
Fe 0.079 1.213 -0.301
C 0.486 5.003 1.661
C 0.171 3.616 1.195
N 0.504 3.200 -0.035
N 1.577 3.762 -0.703
C 2.573 2.896 -0.976
N 3.565 3.246 -1.827
S 2.598 1.443 -0.121
C -0.399 2.628 2.007
C -1.121 2.890 3.200
C -1.574 1.860 3.971
C -1.293 0.543 3.569
C -0.649 0.351 2.369
N -0.213 1.330 1.589
H 1.562 5.170 1.593
H 0.180 5.139 2.692
H -0.015 5.740 1.035
H 1.380 4.521 -1.352
H 3.371 3.963 -2.510
H 4.131 2.480 -2.156
H -1.338 3.913 3.460
H -2.172 2.044 4.852
H -1.599 -0.302 4.164
H -0.466 -0.654 2.013
N -2.230 1.341 -2.781
C -0.914 1.398 -3.085
N -0.423 1.475 -4.319
N 0.884 1.507 -4.166
N 1.208 1.451 -2.926
N 0.098 1.380 -2.179
C -2.694 1.345 -1.502
N -3.950 1.106 -1.131
N -3.930 1.239 0.180
N -2.761 1.554 0.597
N -1.925 1.630 -0.433
H -2.895 1.229 -3.530
C -0.437 -7.255 0.315
C -0.131 -5.788 0.258
C -0.818 -4.953 -0.619
C -0.527 -3.603 -0.683
C 0.465 -3.073 0.123
C 1.135 -3.876 1.029
C 0.836 -5.227 1.090
S 0.848 -1.294 -0.043
C 1.896 -1.551 -1.519
O -0.439 -0.744 -0.554
H -1.044 -7.555 -0.537
H -0.982 -7.495 1.229
H 0.484 -7.836 0.315
H -1.582 -5.363 -1.263
H -1.067 -2.947 -1.349
H 1.887 -3.450 1.676
H 1.364 -5.860 1.789
H 1.401 -2.240 -2.193
H 2.845 -1.951 -1.177
H 2.055 -0.590 -1.998
```

Its LUMO energy is -1.4 eV. As for the energy above the lowest of the compared OMol25 structures with the same formula, charge and spin: 166.3 kJ/mol. The value obtained for the highest occupied orbital energy is -7.09 eV.

natural (NBO) population analysis, charges in e, atoms 1 to 5: 0.76 -0.68 0.35 -0.25 -0.46

***

[2]
This record from the Open Molecules 2025 dataset describes C18H21N2OPbS4 as an isolated structure in a non-equilibrium geometry. The level of theory is wB97M-V/def2-TZVPD.

The geometry in XYZ format:
```
47
Properties=species:S:1:pos:R:3
Pb -8.039 -10.788 7.578
C -8.522 -7.220 6.954
N -9.547 -8.219 7.312
C -10.070 -7.985 8.653
C -10.822 -9.071 9.262
N -10.046 -10.241 9.702
C -10.864 -11.465 9.890
C -9.158 -9.985 10.794
C -9.430 -8.935 11.676
C -8.526 -8.657 12.728
C -7.375 -9.452 12.893
C -7.167 -10.501 11.997
C -7.990 -10.754 10.908
S -7.632 -12.145 9.863
C -10.527 -8.334 6.273
C -11.151 -7.190 5.813
C -11.997 -7.219 4.697
C -12.193 -8.484 4.069
C -11.670 -9.665 4.563
C -10.822 -9.624 5.726
S -10.478 -11.228 6.439
H -8.761 -6.173 7.280
H -8.349 -7.214 5.887
H -7.559 -7.551 7.414
H -10.780 -7.086 8.721
H -9.231 -7.789 9.288
H -11.545 -9.412 8.531
H -11.484 -8.658 10.101
H -11.594 -11.291 10.719
H -10.209 -12.324 10.175
H -11.369 -11.644 8.898
H -10.305 -8.278 11.612
H -8.684 -7.839 13.381
H -6.686 -9.207 13.686
H -6.250 -11.097 12.088
H -10.960 -6.250 6.373
H -12.467 -6.327 4.339
H -12.777 -8.554 3.170
H -11.840 -10.638 4.138
C -7.947 -13.111 2.627
O -7.380 -13.360 3.872
C -7.177 -12.326 4.734
S -7.432 -10.739 4.269
S -6.566 -12.882 6.215
H -8.180 -13.999 2.069
H -7.416 -12.436 1.918
H -8.870 -12.566 2.669
```

Its total charge is -1. Its LUMO energy is 2.8 eV. As for the energy above the lowest of the compared OMol25 structures with the same formula, charge and spin: 73.7 kJ/mol. The value obtained for the highest occupied orbital energy is -4.30 eV.

natural (NBO) population analysis, charges in e, atoms 1 to 5: 1.07 -0.41 -0.50 -0.23 -0.22

***

[3]
This record from the Open Molecules 2025 dataset describes C18H21N3O2 as an isolated structure in a non-equilibrium geometry. The level of theory is wB97M-V/def2-TZVPD.

The geometry in XYZ format:
```
44
Properties=species:S:1:pos:R:3
O -0.812 -3.294 0.121
C -0.025 -2.314 0.222
C -0.413 -0.831 0.297
C 0.478 -0.001 0.352
N 1.775 -0.428 0.308
C 2.055 -1.584 0.525
N 3.324 -1.956 0.825
H 3.671 -2.747 0.295
C 4.384 -0.788 0.520
H 4.069 0.022 1.107
H 5.253 -0.972 1.183
C 4.739 -0.346 -0.924
O 5.871 0.352 -0.964
H 5.535 1.427 -0.403
H 3.939 -0.128 -1.496
H 5.193 -1.345 -1.207
N 1.244 -2.665 0.403
H 1.466 -3.526 0.397
C 0.204 1.563 0.233
C 1.030 2.440 0.047
C 0.675 3.724 -0.267
C -0.694 4.232 0.242
C -1.540 3.322 0.514
C -1.271 1.917 0.739
C -2.190 0.996 0.759
H -3.126 1.213 0.884
C -2.009 -0.670 0.213
C -3.019 -1.340 0.709
H -2.740 -2.547 0.780
C -4.210 -1.409 -0.135
C -3.551 -1.119 -1.612
C -2.428 -0.305 -1.408
H -2.670 0.796 -1.423
H -1.571 -0.607 -1.959
H -3.212 -2.269 -1.867
H -4.184 -0.650 -2.302
H -4.798 -0.467 -0.153
H -4.910 -2.211 0.109
H -3.338 -1.260 1.796
H -2.131 0.747 2.159
H -2.464 3.452 0.826
H -0.981 5.253 0.240
H 1.370 4.412 -0.435
H 2.013 1.912 -0.249
```

Its LUMO energy is 0.1 eV. As for the energy above the lowest of the compared OMol25 structures with the same formula, charge and spin: 1443.7 kJ/mol. The value obtained for the highest occupied orbital energy is -7.49 eV.

natural (NBO) population analysis, charges in e, atoms 1 to 5: -0.65 0.65 -0.08 0.17 -0.55

***

[4]
This record from the Open Molecules 2025 dataset describes C18H21N3O7PS2V as an isolated structure. The level of theory is wB97M-V/def2-TZVPD.

The geometry in XYZ format:
```
53
Properties=species:S:1:pos:R:3
V -0.554 -0.587 -0.083
S -0.879 -1.012 -2.432
C -2.219 0.038 -2.841
C -2.892 -0.113 -4.055
C -3.907 0.759 -4.403
C -4.281 1.794 -3.548
C -3.638 1.942 -2.333
C -2.617 1.063 -1.976
S -1.841 1.223 -0.407
H -2.609 -0.918 -4.720
H -4.414 0.632 -5.351
H -5.075 2.474 -3.825
H -3.928 2.729 -1.649
C 4.216 0.158 0.573
C 2.756 -0.279 0.645
P 1.676 0.131 -0.781
C 1.921 1.927 -0.991
C 1.056 2.646 -2.018
C 2.482 -0.730 -2.179
C 2.240 -0.203 -3.591
H 4.718 -0.097 1.506
H 4.317 1.234 0.440
H 4.762 -0.337 -0.230
H 2.270 0.173 1.512
H 2.673 -1.361 0.778
H 2.984 2.051 -1.226
H 1.765 2.354 0.004
H 1.255 2.307 -3.030
H 1.262 3.716 -1.977
H -0.005 2.500 -1.815
H 2.194 -1.780 -2.090
H 3.552 -0.687 -1.960
H 1.194 0.031 -3.771
H 2.539 -0.961 -4.315
H 2.843 0.686 -3.779
O -1.687 -2.678 6.879
N -1.659 -3.121 5.751
O -1.916 -4.264 5.437
C -1.276 -2.200 4.667
C -0.909 -0.909 4.993
C -0.526 -0.031 3.992
C -0.544 -0.430 2.648
O -0.201 0.284 1.596
C -0.940 -1.758 2.398
C -1.286 -2.670 3.360
N -0.873 -2.030 0.996
O -1.905 -1.985 0.152
O 0.258 -2.388 0.369
N -0.079 1.312 4.403
O -0.223 1.607 5.571
O 0.416 2.022 3.555
H -0.907 -0.580 6.021
H -1.559 -3.688 3.127
```

Its LUMO energy (spin up / spin down) is -1.7 / -1.7 eV. As for the energy above the lowest of the compared OMol25 structures with the same formula, charge and spin: 6.3 kJ/mol. The value obtained for the highest occupied orbital energy (spin up / spin down) is -7.76 / -7.76 eV.

natural (NBO) population analysis, charges in e, atoms 1 to 5: 0.75 -0.08 -0.20 -0.22 -0.19

***

[5]
This record from the Open Molecules 2025 dataset describes C18H21N5O2RuS as an isolated structure in a non-equilibrium geometry. The level of theory is wB97M-V/def2-TZVPD.

The geometry in XYZ format:
```
48
Properties=species:S:1:pos:R:3
N 1.704 -1.632 -2.012
C 2.859 -1.715 -1.847
C 4.170 -2.266 -1.716
H 4.851 -1.508 -1.322
H 4.514 -2.591 -2.705
H 4.122 -3.125 -1.032
N -2.598 -0.489 -1.446
C -3.533 -0.864 -2.049
C -4.747 -1.632 -2.055
H -4.860 -2.144 -3.012
H -5.601 -0.958 -1.934
H -4.682 -2.344 -1.223
N -0.975 2.843 0.407
C -0.437 3.688 0.999
C -0.066 4.774 1.842
H -0.703 4.758 2.737
H -0.223 5.717 1.304
H 0.992 4.669 2.099
Ru -0.425 0.358 -0.979
C -1.429 0.509 0.693
O -2.212 0.701 1.544
C -0.229 -1.506 -0.500
O -0.286 -2.659 -0.324
C 0.448 0.213 -3.047
C 1.181 1.113 -2.284
C 0.529 2.211 -1.730
C -0.834 2.377 -1.967
C -1.565 1.422 -2.644
C -0.922 0.318 -3.177
H 0.890 -0.670 -3.481
H 2.213 0.949 -2.035
H 1.087 2.857 -1.078
H -1.386 3.200 -1.549
H -2.631 1.513 -2.647
H -1.451 -0.504 -3.615
C -0.001 -0.106 4.209
N 0.603 -1.105 3.379
C 1.063 -2.264 3.935
C 1.730 -2.950 2.994
N 1.676 -2.190 1.828
C 1.083 -0.989 2.106
S 1.175 0.339 1.039
H 0.190 0.886 3.862
H -1.066 -0.221 4.336
H 0.469 -0.254 5.168
H 0.978 -2.466 4.963
H 2.280 -3.859 3.066
H 2.052 -2.403 0.901
```

Its multiplicity is 5. Its total charge is +4. Its LUMO energy (spin up / spin down) is -13.2 / -17.1 eV. As for the energy above the lowest of the compared OMol25 structures with the same formula, charge and spin: 150.6 kJ/mol. The value obtained for the highest occupied orbital energy (spin up / spin down) is -20.88 / -22.81 eV.

natural (NBO) population analysis, charges in e, atoms 1 to 5: -0.52 0.43 -0.76 0.29 0.33